The following is a DFT calculation (ωB97M-V/def2-TZVPD) of an isolated ion of composition C9H13BNO2 and charge +1 at a distorted geometry.

Atoms and positions in Å:
1 B -0.52 1.95 -0.22
2 C -3.27 -0.69 0.41
3 C -2.70 -1.85 -0.02
4 C -2.66 0.57 0.39
5 C -1.38 -1.75 -0.56
6 C -1.30 0.60 0.18
7 C -0.70 -0.53 -0.41
8 C 0.71 -0.77 -0.60
9 C 3.23 -1.00 0.03
10 C 1.85 -0.23 0.12
11 N 1.65 0.53 1.27
12 O 0.19 1.93 -1.41
13 O -0.44 3.07 0.61
14 H -4.37 -0.70 0.73
15 H -3.31 -2.76 -0.17
16 H -3.28 1.47 0.67
17 H -0.94 -2.65 -1.12
18 H 1.03 -1.39 -1.47
19 H 3.92 -0.42 0.63
20 H 3.61 -1.09 -0.90
21 H 3.09 -2.03 0.39
22 H 1.68 0.45 -0.87
23 H 0.50 2.76 -1.80
24 H 2.34 0.46 2.10
25 H 0.70 0.60 1.60
26 H 0.39 3.47 0.41

For the HOMO energy, the calculation gives -13.17 eV. The relative energy (zero: lowest compared OMol25 entry of this formula, charge and spin) is 158.3 kJ/mol. As for the net charge: +1.